(1)
This record from the OMol25 dataset describes one molecule with the formula C3H2Br2O at a distorted geometry. The level of theory is ωB97M-V/def2-TZVPD.

Kohn-Sham gap, eV: 9.00
HOMO level, eV: -9.88
SMILES: O=C1[C@@H](Br)[C@@H]1Br
Energy, Eh: -5338.6967
Energy above the lowest of the compared OMol25 structures with the same formula, charge and spin, kcal/mol: 33.7

Positions of all 8 atoms, in Å:
H: -0.83347 0.77095 -1.12036
O: -1.01713 0.15741 1.89910
C: -0.10459 0.69112 -0.36745
C: -0.52628 0.04438 0.84733
Br: 1.32696 2.08008 -0.11241
Br: -0.35829 -2.15047 -1.26649
H: 1.23347 -0.84622 0.18651
C: 0.27932 -0.74726 -0.06622

Atoms 1-6, force components in eV/Å:
H -0.61 0.79 -1.05
O -0.91 0.02 1.73
C 1.64 1.19 0.52
C 0.01 -0.12 -0.41
Br -1.22 -1.00 -0.55
Br 0.23 0.62 0.65

***

(2)
This record from the OMol25 dataset describes C3H2BrCl as an isolated structure at a distorted geometry. The level of theory is ωB97M-V/def2-TZVPD.

Kohn-Sham gap, eV: 7.36
HOMO level, eV: -8.05
Energy, Eh: -3149.4581
Energy above the lowest of the compared OMol25 structures with the same formula, charge and spin, kcal/mol: 106.4

Positions of all 7 atoms, in Å:
C: 0.04582 -0.27315 -0.16074
H: -0.56804 0.56974 0.32771
C: -0.34152 -1.11070 -1.43128
H: 1.06706 0.00456 -0.24560
Cl: -1.64812 -2.45932 0.70172
C: -0.13142 -1.68554 0.39910
Br: 0.90019 -2.60769 -1.09206

Atoms 1-6, force components in eV/Å:
C -0.61 -0.19 -1.12
H 0.42 -1.57 -1.39
C -1.56 1.63 2.54
H 1.07 0.24 0.86
Cl -0.03 0.16 0.30
C -0.28 -0.02 -1.72

***

(3)
This record from the OMol25 dataset describes one molecule with the formula C3H2BrClF2 at a distorted geometry. The level of theory is ωB97M-V/def2-TZVPD.

Kohn-Sham gap (alpha / beta), eV: 8.03 / 7.37
HOMO level (alpha / beta), eV: -9.86 / -9.76
Energy, Eh: -3349.2811
Energy above the lowest of the compared OMol25 structures with the same formula, charge and spin, kcal/mol: 87.2

Positions of all 9 atoms, in Å:
F: -1.19904 -1.93736 0.58636
F: -0.49424 -1.45618 -1.41137
C: 0.30591 -0.06047 0.55306
Br: 2.03405 0.51362 0.74504
C: -0.99550 0.48013 0.18196
Cl: 3.59899 1.50280 -0.82861
H: -1.05354 1.07674 -0.67662
C: -0.60401 -1.01071 -0.12768
H: -1.59261 0.89145 0.97787

Atoms 1-6, force components in eV/Å:
F -0.17 -1.04 0.64
F 0.16 0.82 1.01
C 1.26 -0.35 -0.46
Br -1.21 -0.59 0.12
C 0.67 -1.10 0.16
Cl 0.15 0.10 -0.24